# C10H23BF2LuN2O4S

A molecular structure, C10H23BF2LuN2O4S in a non-equilibrium geometry (ωB97M-V with the def2-TZVPD basis set, OMol25).

Its HOMO energy is -2.699 eV. The energy comes out at -72481.9492 eV. The LUMO energy is 2.78 eV.

ORCA input file:
```
! RIJCOSX wB97M-V def2-TZVPD def2/J DEFGRID3
* xyz -1 1
Lu -0.751 0.104 -0.815
C 0.073 0.493 2.466
O -0.933 0.910 1.548
C -1.380 2.249 1.694
C -0.409 3.197 1.041
O -0.256 2.794 -0.315
C 0.939 3.260 -0.916
C 2.126 2.402 -0.488
O 1.669 1.093 -0.300
C 2.732 0.156 -0.096
H -0.348 0.447 3.475
H 0.390 -0.490 2.114
H 0.926 1.179 2.459
H -2.348 2.314 1.202
H -1.504 2.504 2.751
H -0.798 4.219 1.086
H 0.562 3.171 1.543
H 0.787 3.183 -1.989
H 1.117 4.308 -0.656
H 2.893 2.438 -1.271
H 2.585 2.772 0.440
H 3.383 0.145 -0.976
H 3.317 0.454 0.783
H 2.236 -0.804 0.047
F 0.397 0.993 -2.796
B -0.616 0.025 -3.145
F -1.251 0.546 -4.209
O -4.606 1.947 0.476
S -4.345 0.797 -0.392
N -2.992 0.368 -0.727
C -1.662 -3.148 -0.499
C -0.160 -2.907 -0.226
C 0.617 -3.502 -1.420
C 0.209 -3.757 1.011
N 0.151 -1.517 -0.032
H -1.904 -4.214 -0.615
H -1.961 -2.630 -1.417
H -2.248 -2.741 0.331
H 0.330 -4.542 -1.631
H 1.691 -3.471 -1.204
H 0.427 -2.888 -2.302
H -0.007 -4.828 0.874
H -0.353 -3.393 1.878
H 1.277 -3.635 1.220
*
```

Löwdin population analysis, charges in e, atoms 1 to 4: Lu 1.35; C -0.09; O -0.30; C -0.19

---

# C10H23Br10ClNO3P2S

A molecular structure, C10H23Br10ClNO3P2S (ωB97M-V with the def2-TZVPD basis set, OMol25).

Its HOMO energy is -4.447 eV. The energy comes out at -760742.8169 eV. The LUMO energy is 1.93 eV.

ORCA input file:
```
! RIJCOSX wB97M-V def2-TZVPD def2/J DEFGRID3
* xyz -1 1
O 2.690 -4.280 -0.734
P 1.975 -2.821 -0.985
Cl 3.319 -2.065 -2.505
N 0.651 -3.062 -1.911
P -0.669 -3.562 -1.195
O -1.568 -4.377 -2.287
O -1.667 -2.314 -0.922
S -0.503 -4.666 0.426
H 2.844 -4.723 -1.585
H -1.309 -5.307 -2.192
H -2.558 -2.584 -1.185
Br 0.537 0.225 -2.397
C -1.065 1.311 -2.330
C -1.050 2.259 -1.155
Br -1.401 1.330 0.518
H -1.906 0.624 -2.293
H -1.090 1.873 -3.262
H -1.838 3.004 -1.246
H -0.089 2.753 -1.039
Br -4.846 4.100 0.416
C -3.994 3.410 2.023
C -4.113 4.375 3.174
Br -2.889 5.874 2.989
H -2.962 3.195 1.759
H -4.511 2.481 2.251
H -3.836 3.889 4.107
H -5.111 4.795 3.264
Br -1.898 -8.059 -3.450
C -0.996 -7.246 -4.970
C 0.496 -7.451 -4.911
Br 1.305 -6.277 -3.599
H -1.266 -6.194 -4.965
H -1.415 -7.730 -5.850
H 0.949 -7.189 -5.866
H 0.770 -8.469 -4.649
Br 3.737 1.556 2.500
C 3.478 0.085 3.753
C 3.875 -1.235 3.149
Br 2.544 -1.891 1.875
H 2.433 0.106 4.051
H 4.105 0.330 4.609
H 3.947 -1.992 3.929
H 4.816 -1.176 2.611
Br 2.190 5.129 2.215
C 1.168 6.740 1.859
C 1.352 7.768 2.945
Br 0.333 7.295 4.529
H 0.131 6.440 1.743
H 1.546 7.121 0.911
H 0.969 8.736 2.630
H 2.390 7.869 3.248
*
```

Löwdin population analysis, charges in e, atoms 1 to 4: O -0.42; P 0.24; Cl 0.03; N -0.48

---

# C10H23FeNO6

A molecular structure, C10H23FeNO6 in a non-equilibrium geometry (ωB97M-V with the def2-TZVPD basis set, OMol25).

Its HOMO energy (spin up / spin down) is 0.433 / 0.414 eV. The energy comes out at -58900.0400 eV. The LUMO energy (spin up / spin down) is 5.21 / 5.21 eV. As for the expectation value of S²: 6.010.

ORCA input file:
```
! RIJCOSX wB97M-V def2-TZVPD def2/J DEFGRID3
* xyz -2 5
Fe -1.373 -0.759 0.406
O -0.514 -1.330 1.927
C 0.699 -1.817 2.242
C 0.892 -2.364 3.770
O 0.807 -3.638 4.210
H 1.481 -1.019 1.969
H 0.947 -2.636 1.553
H 0.098 -1.725 4.291
H 1.938 -1.892 3.997
O -3.155 -1.408 -0.477
C -2.771 -1.665 -1.755
C -2.204 -0.283 -2.270
O -1.202 0.117 -1.431
H -3.698 -1.878 -2.354
H -1.968 -2.465 -1.899
H -3.096 0.339 -2.157
H -2.019 -0.323 -3.355
C -2.945 2.133 0.574
O -1.716 1.887 1.201
C -0.727 2.779 0.689
C 0.818 2.315 0.879
N 1.157 1.545 -0.299
C 2.462 0.869 -0.318
C 2.895 0.312 -1.728
O 3.127 -1.083 -1.690
C 1.991 -1.868 -1.980
H -3.636 1.287 0.750
H -2.787 2.243 -0.538
H -3.449 3.095 1.014
H -0.879 3.667 1.277
H -0.849 2.836 -0.340
H 1.036 1.847 1.823
H 1.409 3.278 0.789
H 0.318 1.018 -0.666
H 2.589 0.093 0.476
H 3.142 1.669 -0.047
H 3.902 0.619 -2.085
H 2.103 0.521 -2.503
H 1.929 -2.542 -1.131
H 2.201 -2.487 -2.811
H 1.049 -1.287 -2.001
*
```

Löwdin population analysis, charges in e, atoms 1 to 4: Fe 0.88; O -0.38; C -0.40; C -0.54

---

# C10H23N

2 unconnected molecules or ions with the total composition C10H23N (ωB97M-V with the def2-TZVPD basis set, OMol25).

Its HOMO energy is -8.694 eV. The energy comes out at -12233.1814 eV. The value obtained for the energy relative to the best compared isomer or geometry (same formula, charge and spin) is 0.0 kcal/mol. As for the SMILES: C1CCCCC1.CCN(C)C. The LUMO energy is 1.00 eV.

ORCA input file:
```
! RIJCOSX wB97M-V def2-TZVPD def2/J DEFGRID3
* xyz 0 1
C 1.358 2.624 0.263
C 1.633 1.479 1.240
C 1.200 2.099 -1.166
C 2.864 0.677 0.812
C 2.431 1.297 -1.594
C 2.706 0.152 -0.617
H 2.208 3.332 0.293
H 0.449 3.176 0.569
H 0.755 0.805 1.258
H 1.774 1.876 2.264
H 1.031 2.941 -1.864
H 0.311 1.441 -1.209
H 3.033 -0.165 1.511
H 3.753 1.335 0.856
H 3.309 1.971 -1.612
H 2.290 0.900 -2.618
H 3.615 -0.400 -0.923
H 1.856 -0.556 -0.647
N -1.660 -1.704 0.129
C -1.127 -2.923 0.721
C -2.115 -1.988 -1.227
C -3.249 0.176 0.519
C -2.752 -1.195 0.959
H -1.886 -3.720 0.786
H -0.284 -3.288 0.111
H -0.757 -2.705 1.738
H -2.949 -2.711 -1.236
H -2.449 -1.060 -1.721
H -1.276 -2.412 -1.804
H -2.398 0.874 0.439
H -3.957 0.568 1.268
H -3.760 0.132 -0.458
H -2.359 -1.118 1.991
H -3.594 -1.912 0.971
*
```

Löwdin population analysis, charges in e, atoms 1 to 4: C -0.22; C -0.22; C -0.22; C -0.22

---

# C10H23N8O2S5V

A molecular structure, C10H23N8O2S5V in a non-equilibrium geometry (ωB97M-V with the def2-TZVPD basis set, OMol25).

Its HOMO energy (spin up / spin down) is -7.194 / -7.209 eV. The energy comes out at -106626.1176 eV. The value obtained for the energy relative to the best compared isomer or geometry (same formula, charge and spin) is 0.0 kcal/mol. The LUMO energy (spin up / spin down) is -0.26 / -0.13 eV. As for the expectation value of S²: 2.031.

ORCA input file:
```
! RIJCOSX wB97M-V def2-TZVPD def2/J DEFGRID3
* xyz 0 3
V -1.070 3.845 13.864
N -2.085 5.754 14.319
N -3.130 5.497 15.257
C -3.520 4.091 15.398
O -4.585 3.873 15.908
O -2.637 3.257 14.989
H -1.335 6.284 14.774
H -2.403 6.270 13.502
H -3.930 6.122 15.181
S 0.119 1.742 13.726
S 1.434 2.205 12.164
S 2.189 4.017 12.682
S 0.454 5.222 12.857
C -2.743 4.542 18.696
N -1.750 4.108 17.729
C -0.785 4.765 17.096
S 0.262 3.855 16.028
N -0.600 6.095 17.189
C -1.360 7.141 17.867
H -3.106 3.647 19.187
H -3.586 5.030 18.213
H -2.278 5.168 19.446
H -1.748 3.125 17.473
H 0.250 6.370 16.713
H -1.156 7.159 18.927
H -2.427 7.017 17.678
H -1.030 8.086 17.452
C -2.710 1.887 12.125
N -2.337 3.355 12.103
C -3.597 4.145 12.073
N -4.437 3.794 10.933
C -4.743 2.347 11.015
N -3.532 1.529 10.987
C -2.763 1.810 9.771
N -2.428 3.236 9.665
C -1.613 3.617 10.808
C -3.653 4.026 9.707
H -3.232 1.692 13.062
H -1.796 1.311 12.086
H -3.325 5.195 11.979
H -4.148 3.948 12.993
H -5.361 2.077 10.165
H -5.288 2.143 11.927
H -3.332 1.535 8.892
H -1.843 1.219 9.784
H -1.386 4.680 10.763
H -0.689 3.065 10.787
H -4.259 3.801 8.843
H -3.376 5.083 9.654
*
```

Löwdin population analysis, charges in e, atoms 1 to 4: V 0.18; N -0.06; N 0.02; C -0.74

---

# C10H24B4Br10O6

6 unconnected molecules or ions with the total composition C10H24B4Br10O6 in a non-equilibrium geometry (ωB97M-V with the def2-TZVPD basis set, OMol25).

Its HOMO energy is -9.569 eV. The energy comes out at -726183.6569 eV. As for the SMILES: OB(O)OB1OBOBO1.BrCCBr.BrCCBr.BrCCBr.BrCCBr.BrCCBr. The LUMO energy is -0.21 eV.

ORCA input file:
```
! RIJCOSX wB97M-V def2-TZVPD def2/J DEFGRID3
* xyz 0 1
O 7.296 0.219 3.762
B 5.964 0.695 3.245
O 5.471 1.963 3.859
O 5.228 -0.030 2.188
B 3.770 -0.042 2.429
O 2.842 0.937 1.758
B 2.155 1.573 2.937
O 1.251 0.697 3.715
B 2.172 -0.362 4.262
O 3.073 -1.042 3.309
H 7.189 -0.732 4.073
H 5.113 1.798 4.788
H 2.421 2.692 3.180
H 2.086 -0.571 5.417
Br -0.938 -3.253 2.933
C -2.005 -1.712 2.393
C -1.597 -1.217 1.025
Br 0.067 -0.202 1.109
H -1.897 -0.958 3.178
H -3.038 -2.072 2.380
H -2.338 -0.515 0.632
H -1.444 -2.021 0.300
Br 5.569 0.419 -3.948
C 6.378 0.497 -2.175
C 5.323 0.564 -1.096
Br 4.555 2.353 -0.969
H 7.057 1.354 -2.172
H 6.961 -0.424 -2.088
H 5.764 0.375 -0.113
H 4.493 -0.129 -1.256
Br -5.286 -1.821 -0.660
C -6.403 -0.489 0.224
C -5.756 0.875 0.193
Br -4.325 1.008 1.512
H -6.596 -0.856 1.236
H -7.340 -0.485 -0.340
H -6.474 1.650 0.475
H -5.320 1.127 -0.778
Br -0.299 -2.787 -2.844
C 1.201 -1.542 -2.790
C 2.480 -2.243 -2.399
Br 2.533 -2.597 -0.481
H 0.921 -0.735 -2.107
H 1.275 -1.143 -3.806
H 3.346 -1.605 -2.594
H 2.621 -3.203 -2.904
Br -9.081 2.078 -4.442
C -7.156 1.815 -4.612
C -6.530 1.476 -3.279
Br -6.348 3.063 -2.160
H -6.748 2.724 -5.064
H -7.043 0.984 -5.313
H -5.510 1.106 -3.414
H -7.104 0.744 -2.704
*
```

Löwdin population analysis, charges in e, atoms 1 to 4: O 0.06; B -0.44; O 0.07; O 0.19

---

# C10H24BN2O6RuS

A molecular structure, C10H24BN2O6RuS (ωB97M-V with the def2-TZVPD basis set, OMol25).

Its HOMO energy (spin up / spin down) is -7.492 / -9.330 eV. The energy comes out at -40117.9679 eV. The value obtained for the energy relative to the best compared isomer or geometry (same formula, charge and spin) is 0.0 kcal/mol. The LUMO energy (spin up / spin down) is 0.40 / -1.26 eV. As for the expectation value of S²: 8.762.

ORCA input file:
```
! RIJCOSX wB97M-V def2-TZVPD def2/J DEFGRID3
* xyz 0 6
Ru 0.024 -0.302 0.426
O -0.162 2.192 0.522
S -0.216 1.715 1.942
O -0.263 2.716 2.950
O 1.005 0.777 2.036
O -1.351 0.706 1.955
N -1.781 -0.021 -0.979
C -1.547 0.230 -2.417
C -0.693 1.485 -2.634
C 0.684 1.219 -3.247
C 1.559 0.224 -2.498
N 1.657 0.524 -1.056
H -2.365 -0.839 -0.839
H -2.241 0.767 -0.525
H -2.499 0.317 -2.944
H -1.050 -0.658 -2.811
H -0.581 2.007 -1.682
H -1.227 2.182 -3.281
H 1.216 2.170 -3.339
H 0.572 0.840 -4.267
H 2.551 0.215 -2.953
H 1.160 -0.788 -2.594
H 1.554 1.513 -0.830
H 2.547 0.222 -0.678
C -0.063 -5.539 0.400
C 0.414 -4.384 1.261
C 1.427 -4.846 2.285
O 1.082 -3.434 0.358
B 0.167 -2.483 0.011
O -1.013 -2.591 0.755
C -0.740 -3.535 1.861
C -2.011 -4.303 2.143
C -0.340 -2.687 3.052
H 0.796 -5.961 -0.122
H -0.787 -5.208 -0.346
H -0.522 -6.327 1.000
H 2.200 -5.439 1.797
H 0.945 -5.472 3.040
H 1.901 -4.005 2.786
H -2.408 -4.771 1.245
H -2.764 -3.626 2.546
H -1.827 -5.082 2.888
H 0.586 -2.133 2.886
H -0.201 -3.309 3.939
H -1.123 -1.957 3.256
*
```

Löwdin population analysis, charges in e, atoms 1 to 4: Ru 1.47; O -0.43; S 0.29; O -0.27

---

# C10H24ClI2N2P2Ti

A molecular structure, C10H24ClI2N2P2Ti in a non-equilibrium geometry (ωB97M-V with the def2-TZVPD basis set, OMol25).

Its HOMO energy (spin up / spin down) is -14.502 / -14.502 eV. The energy comes out at -84144.4912 eV. The value obtained for the energy relative to the best compared isomer or geometry (same formula, charge and spin) is 3.8 kcal/mol. The LUMO energy (spin up / spin down) is -7.45 / -7.17 eV. As for the expectation value of S²: 0.755.

ORCA input file:
```
! RIJCOSX wB97M-V def2-TZVPD def2/J DEFGRID3
* xyz 2 2
I -2.981 -2.917 -2.683
I -3.727 -2.649 -0.117
Ti 0.043 -0.043 -0.118
P 1.127 -1.991 0.983
C 0.913 -2.200 2.744
C 0.607 -3.479 0.125
H 1.225 -4.308 0.519
H 3.401 -2.740 1.063
H 0.760 -3.378 -0.963
H 3.156 -1.672 -0.373
H -0.170 -2.325 2.930
H -0.476 -3.634 0.285
C 2.922 -1.814 0.697
H 1.490 -3.088 3.072
H 3.326 -0.946 1.248
H 1.256 -1.285 3.264
P -1.121 1.860 -1.218
C -2.097 2.962 -0.205
C 0.178 2.885 -1.992
H -1.537 0.542 -3.206
H -2.505 2.075 -3.129
H -2.938 0.588 -2.137
C -2.126 1.209 -2.553
H 0.843 2.285 -2.638
H -0.336 3.653 -2.599
H -2.509 3.768 -0.845
H -1.462 3.374 0.602
H 0.805 3.375 -1.226
H -2.901 2.358 0.256
Cl 0.998 -0.610 -2.086
C 1.817 3.297 3.903
N 1.835 2.586 2.641
C 2.852 2.645 1.706
C 2.493 1.841 0.668
N 1.238 1.291 0.992
C 0.885 1.774 2.193
H 2.675 3.023 4.529
H 1.880 4.382 3.750
H 0.884 3.046 4.414
H 3.721 3.255 1.885
H 2.934 1.559 -0.269
H -0.028 1.539 2.713
*
```

Löwdin population analysis, charges in e, atoms 1 to 4: I 0.11; I 0.07; Ti 0.52; P 0.66